Below is a cluster of 2 separate species, C5H12N2O in total in a non-equilibrium geometry, with properties calculated with wB97M-V/def2-TZVPD.

Last column: Mulliken charge in e.
Element x y z (Å)
C  0.702  -1.527  1.011  -0.1545
C  1.677  -0.494  0.225  -0.5410
C  0.949  0.777  -0.072  0.0649
C  0.423  0.877  -1.303  -0.4616
N  -0.268  1.966  -1.825  -0.3524
C  -1.293  2.431  -1.251  -0.2186
N  0.102  -0.993  2.157  -0.2545
H  1.262  -2.421  1.290  0.3373
H  -0.089  -1.799  0.317  -0.0761
H  2.567  -0.328  0.828  0.3897
H  1.899  -0.983  -0.719  0.3203
H  0.967  1.620  0.607  0.4314
H  0.494  0.109  -2.068  0.3662
H  -1.815  2.066  -0.366  0.2626
H  -1.731  3.306  -1.720  0.2925
H  0.687  -0.616  2.893  0.2770
H  -0.746  -0.475  2.044  0.3034
H  -1.837  -1.979  -0.761  0.3380
H  -1.688  -0.397  -0.748  0.3002
O  -2.261  -1.141  -0.538  -0.6247

Summary:
* lowest unoccupied orbital energy (spin up / spin down): -0.1324 / -0.3046 Ha
* Kohn-Sham gap (spin up / spin down): 10.432 / 5.017 eV
* <S²>: 0.7598
* total charge: +1
* 2S+1: 2